i | {"formula": "C8H12N4", "method": "the ωB97M-V functional and the def2-TZVPD basis", "spin_multiplicity": 1, "homo_ev": -8.28, "lumo_ev": 0.757, "gap_ev": 9.03, "smiles": "Cc1c[nH]cn1.Cc1c[nH]cn1", "symbols": ["C", "H", "H", "H", "C", "C", "H", "C", "C", "H", "C", "N", "H", "H", "H", "C", "N", "N", "H", "N", "H", "C", "H", "H"], "coordinates": [[-1.027, 1.781, -1.961], [1.814, 3.928, 0.726], [-0.789, 0.803, -2.411], [-2.736, -3.282, 2.238], [0.189, 2.278, -1.294], [2.316, 2.461, -0.845], [2.212, -3.340, 0.386], [-0.626, -1.761, 0.158], [-1.944, -2.544, 2.211], [-1.094, -0.897, -0.286], [-0.834, -2.686, 1.211], [1.616, 3.149, 0.117], [1.039, -1.679, -1.069], [-1.860, 1.636, -1.287], [-2.405, -1.564, 2.116], [0.266, 2.921, -0.091], [1.451, 1.882, -1.658], [0.706, -1.973, -0.158], [3.368, 2.344, -0.748], [0.273, -3.440, 1.371], [-1.312, -2.579, 3.114], [1.172, -3.058, 0.497], [-1.313, 2.282, -2.889], [-0.484, 3.338, 0.552]]}



ii | {"formula": "C8H12N4", "method": "the ωB97M-V functional and the def2-TZVPD basis", "spin_multiplicity": 1, "homo_ev": -8.74, "lumo_ev": 0.916, "gap_ev": 9.66, "smiles": "Cc1c[nH]cn1.Cc1c[nH]cn1", "symbols": ["H", "C", "H", "C", "N", "H", "H", "N", "H", "N", "H", "C", "H", "C", "C", "H", "C", "C", "H", "H", "H", "H", "C", "N"], "coordinates": [[-2.136, -4.815, 1.900], [-1.250, -5.348, 1.557], [-2.102, 8.590, -1.470], [-1.295, 7.858, -1.511], [-0.282, 8.010, -2.297], [-0.440, 4.253, 0.003], [0.654, 4.219, -1.416], [-1.198, 6.805, -0.765], [1.199, 4.966, 0.118], [-1.019, -5.698, 0.298], [-1.605, -5.407, -0.488], [0.361, -6.714, 1.641], [2.211, -6.818, 2.644], [1.440, -7.511, 2.266], [0.087, -6.587, 0.306], [1.491, 6.765, -2.692], [0.575, 6.887, -2.113], [-0.018, 6.157, -1.130], [1.014, -8.064, 3.120], [1.919, -8.232, 1.583], [0.663, -6.915, -0.559], [-0.055, 8.741, -2.975], [0.332, 4.817, -0.547], [-0.546, -5.958, 2.524]]}



iii | {"formula": "C8H12N4", "method": "the ωB97M-V functional and the def2-TZVPD basis", "spin_multiplicity": 1, "homo_ev": -11.22, "lumo_ev": 0.519, "gap_ev": 11.74, "smiles": "CC#N.CC#N.CC#N.CC#N", "symbols": ["N", "N", "H", "C", "H", "C", "H", "H", "C", "H", "H", "H", "C", "H", "C", "C", "H", "C", "H", "H", "C", "N", "N", "H"], "coordinates": [[21.439, 12.849, 4.593], [20.367, 19.426, 4.089], [20.651, 16.424, 3.380], [19.928, 16.127, 4.150], [21.496, 14.768, 1.223], [19.664, 20.719, 6.216], [22.707, 13.914, 7.333], [23.700, 12.597, 6.640], [18.644, 16.580, 3.621], [20.199, 16.617, 5.077], [18.641, 21.084, 6.172], [20.023, 15.043, 4.120], [20.039, 20.007, 5.021], [19.756, 19.993, 7.029], [23.175, 13.527, 6.432], [23.457, 14.542, 1.747], [23.812, 14.304, 6.014], [22.193, 13.169, 5.394], [22.496, 14.202, -0.069], [20.345, 21.551, 6.386], [22.294, 14.059, 0.991], [24.336, 14.911, 2.386], [17.655, 16.938, 3.174], [22.016, 13.048, 1.259]]}



Which of them is the most stable? Correct choice: ii.



i | {"formula": "C8H15NOS", "method": "the ωB97M-V functional and the def2-TZVPD basis", "spin_multiplicity": 1, "homo_ev": [-6.12, -6.13], "lumo_ev": [-0.155, -0.149], "gap_ev": [5.97, 5.98], "symbols": ["H", "H", "H", "H", "H", "O", "H", "H", "H", "N", "H", "C", "C", "C", "C", "H", "H", "H", "H", "H", "C", "S", "C", "H", "C", "C"], "coordinates": [[2.303, -0.475, 1.435], [0.491, -3.921, -3.263], [0.796, 2.937, 1.996], [1.598, -0.661, 2.896], [1.579, 0.093, -0.545], [-4.130, 0.903, -1.028], [0.013, -0.122, -2.566], [-0.015, 2.657, 0.580], [0.690, -2.891, -1.060], [0.013, 0.149, 0.607], [-4.122, 0.170, -0.426], [0.162, -2.856, -3.069], [0.653, 0.934, 1.693], [0.236, -2.314, -1.860], [0.593, -0.228, -0.505], [-3.270, 1.352, -0.908], [-1.148, 1.615, 2.944], [-1.298, -0.862, -1.465], [-0.295, -2.393, -3.965], [1.726, 2.541, 0.557], [1.985, 0.169, 2.215], [-1.509, 0.201, 1.160], [-0.140, -0.817, -1.654], [2.791, 0.757, 2.526], [-0.578, 0.739, 2.579], [0.874, 2.324, 1.127]]}



ii | {"formula": "C8H15NOS", "method": "the ωB97M-V functional and the def2-TZVPD basis", "spin_multiplicity": 1, "homo_ev": -8.36, "lumo_ev": 0.555, "gap_ev": 8.91, "symbols": ["H", "O", "H", "C", "C", "H", "H", "H", "C", "H", "H", "S", "H", "H", "N", "H", "H", "C", "H", "C", "H", "H", "C", "C", "H", "C"], "coordinates": [[-0.183, -2.100, 0.941], [1.262, 2.487, 0.686], [2.156, -0.909, -1.905], [-0.458, 0.329, 0.535], [2.488, -0.750, -0.833], [-3.274, 0.933, -1.454], [-1.151, -0.582, 2.430], [3.547, -1.041, -0.989], [-0.763, 1.510, -1.674], [-0.449, -1.938, -0.724], [1.824, 0.385, 1.693], [1.267, 1.093, 0.543], [1.999, -2.614, -0.505], [-2.067, 0.876, 1.921], [2.249, 0.637, -0.573], [-3.127, 1.000, 0.239], [0.294, 1.744, -1.685], [-1.253, 0.740, -0.701], [-0.282, 0.905, 2.517], [-1.016, 0.378, 1.953], [-1.453, 1.712, -2.452], [-2.968, -0.574, -0.535], [1.673, -1.747, 0.075], [-2.677, 0.547, -0.643], [2.197, -1.507, 1.054], [0.161, -1.512, 0.083]]}



Which of them is the most stable? Correct choice: ii.



i | {"formula": "CH3NO2P2", "method": "the ωB97M-V functional and the def2-TZVPD basis", "spin_multiplicity": 1, "homo_ev": -8.87, "lumo_ev": -0.233, "gap_ev": 8.64, "smiles": "N#CPO.O=P", "symbols": ["O", "H", "N", "P", "H", "P", "O", "C", "H"], "coordinates": [[-3.370, -1.404, -0.432], [2.756, -1.432, 0.249], [-0.615, 0.485, 0.419], [2.372, 0.727, 0.068], [2.508, 1.525, -1.002], [-3.245, 0.039, -0.231], [2.843, -0.776, -0.483], [0.497, 0.643, 0.127], [-3.747, 0.193, 1.284]]}



ii | {"formula": "CH3NO2P2", "method": "the ωB97M-V functional and the def2-TZVPD basis", "spin_multiplicity": 1, "homo_ev": [-7.23, -7.23], "lumo_ev": [-1.700, -1.700], "gap_ev": [5.53, 5.53], "symbols": ["C", "O", "H", "O", "N", "H", "P", "H", "P"], "coordinates": [[0.442, -0.914, 0.675], [-1.990, -0.099, -0.139], [-2.846, 0.236, 0.133], [2.434, 2.162, -1.193], [1.017, 0.079, 0.130], [0.508, 0.899, -0.210], [-1.295, -1.120, 0.986], [-1.303, -2.262, 0.164], [3.033, 1.019, -0.546]]}



Which of them is the most stable? Correct choice: i.



i | {"formula": "C6H6N", "method": "the ωB97M-V functional and the def2-TZVPD basis", "total_charge": 1, "spin_multiplicity": 1, "homo_ev": -13.59, "lumo_ev": -5.960, "gap_ev": 7.63, "symbols": ["C", "C", "C", "H", "H", "C", "N", "C", "H", "H", "C", "H", "H"], "coordinates": [[-1.624, -0.723, -1.447], [-0.447, -1.094, 0.354], [-0.253, 0.167, -0.251], [0.089, -1.578, 1.239], [-2.432, -1.906, 0.034], [1.099, 2.242, -0.402], [0.809, 1.009, -0.005], [-1.215, 0.488, -1.289], [1.441, 0.635, 0.774], [2.137, 2.761, -0.264], [-1.526, -1.774, -0.363], [0.357, 2.673, -0.987], [-1.108, -2.686, -0.573]]}



ii | {"formula": "C6H6N", "method": "the ωB97M-V functional and the def2-TZVPD basis", "total_charge": 1, "spin_multiplicity": 1, "homo_ev": -14.31, "lumo_ev": -5.931, "gap_ev": 8.38, "smiles": "C1=C2CC2=[N+]2C[C@@H]12", "symbols": ["C", "C", "C", "H", "C", "H", "H", "N", "C", "H", "H", "C", "H"], "coordinates": [[-1.744, 0.506, -0.402], [2.116, 0.572, -0.098], [0.730, 0.839, 0.268], [-1.685, 0.519, -1.531], [0.090, -1.340, -0.049], [0.008, -2.318, -0.461], [2.796, 0.480, 0.732], [-0.545, 0.907, 0.425], [-1.186, -0.481, 0.452], [-1.630, -0.693, 1.478], [-2.640, 1.053, 0.179], [1.195, -0.586, 0.074], [2.494, 0.541, -1.066]]}



iii | {"formula": "C6H6N", "method": "the ωB97M-V functional and the def2-TZVPD basis", "total_charge": 1, "spin_multiplicity": 1, "homo_ev": -14.63, "lumo_ev": -4.725, "gap_ev": 9.90, "smiles": "C#CC1=C[N+]12CC2", "symbols": ["H", "H", "H", "C", "C", "H", "C", "C", "C", "H", "N", "C", "H"], "coordinates": [[2.278, -0.252, -1.731], [-1.714, -0.918, -0.495], [-0.597, -2.287, -0.922], [0.608, 0.965, -0.671], [1.457, 0.102, -1.155], [0.740, -1.891, 1.209], [0.071, -1.115, 0.855], [-0.780, 2.519, 0.746], [-0.728, -1.352, -0.390], [-0.337, -0.489, 1.637], [0.387, -0.461, -0.368], [-0.055, 1.992, -0.063], [-1.329, 3.187, 1.350]]}



iv | {"formula": "C6H6N", "method": "the ωB97M-V functional and the def2-TZVPD basis", "total_charge": 1, "spin_multiplicity": 1, "homo_ev": -14.48, "lumo_ev": -5.875, "gap_ev": 8.61, "symbols": ["H", "H", "C", "H", "C", "H", "H", "C", "C", "H", "C", "N", "C"], "coordinates": [[-0.351, -1.172, -1.421], [1.070, -0.892, 1.593], [0.907, -1.044, 0.453], [-2.770, 1.521, 0.698], [-0.043, -0.454, -0.535], [2.319, -0.102, -1.006], [-2.713, -0.223, 0.017], [1.570, 1.455, 0.395], [-2.127, 0.634, 0.205], [1.336, -1.943, 0.113], [1.501, 0.118, -0.338], [-0.877, 0.628, -0.081], [0.177, 1.475, -0.094]]}



Which of them is the most stable? Correct choice: iii.



i | {"formula": "C9H16NO", "method": "the ωB97M-V functional and the def2-TZVPD basis", "total_charge": 1, "spin_multiplicity": 1, "homo_ev": -11.90, "lumo_ev": -3.389, "gap_ev": 8.51, "symbols": ["C", "C", "C", "C", "O", "H", "H", "C", "H", "H", "H", "H", "C", "H", "H", "H", "H", "C", "H", "C", "H", "N", "H", "H", "H", "C", "H"], "coordinates": [[-0.558, 0.888, -1.764], [0.235, 1.846, -1.035], [1.958, 0.034, -0.943], [1.401, 1.254, -0.538], [2.230, 1.710, 0.520], [-1.347, 0.928, 2.267], [1.390, -1.792, -1.919], [-1.150, -0.863, 1.190], [1.071, -0.227, 1.948], [-1.439, -0.400, 3.481], [-1.550, 1.263, -2.016], [-0.840, -0.302, 0.294], [-0.159, -0.379, -2.023], [-1.781, -1.866, -1.876], [0.676, 1.091, 2.920], [0.931, -0.438, 3.543], [-0.156, 2.809, -0.789], [1.090, -0.792, -1.615], [-1.814, -0.876, -3.284], [-1.036, -0.175, 2.497], [-0.540, -2.179, -3.222], [0.534, 0.089, 2.762], [-0.747, -1.849, 1.139], [2.019, 2.645, 0.665], [-2.258, -0.678, 0.927], [-1.078, -1.416, -2.601], [2.917, -0.325, -0.532]]}



ii | {"formula": "C9H16NO", "method": "the ωB97M-V functional and the def2-TZVPD basis", "total_charge": 1, "spin_multiplicity": 1, "homo_ev": -11.83, "lumo_ev": -3.297, "gap_ev": 8.54, "symbols": ["H", "C", "H", "N", "C", "H", "C", "H", "C", "H", "C", "H", "C", "C", "H", "H", "H", "C", "C", "H", "H", "H", "H", "O", "H", "H", "H"], "coordinates": [[-3.582, 1.595, -0.531], [2.384, -1.626, -0.297], [0.741, -2.767, -1.202], [-2.589, 1.334, -0.506], [0.445, -0.715, -1.257], [-1.313, 0.317, 0.798], [-2.319, 0.741, 0.876], [-0.495, -0.616, -3.029], [2.737, -0.382, 0.208], [3.986, 0.655, 1.699], [-3.461, -0.122, 1.270], [4.739, 0.211, 0.286], [1.947, 0.718, -0.161], [3.961, -0.168, 0.968], [4.372, -0.976, 1.583], [2.181, 1.694, 0.263], [-3.240, -0.578, 2.238], [1.161, -1.830, -0.920], [0.801, 0.582, -0.899], [-2.156, 1.511, 1.638], [2.923, -2.482, 0.137], [-3.863, -0.941, 0.679], [0.272, 1.455, -1.253], [-0.697, -0.792, -2.108], [-4.316, 0.539, 1.466], [-1.992, 2.108, -0.784], [-2.628, 0.537, -1.162]]}



Which of them is the most stable? Correct choice: ii.